[1]
The following is a quantum chemistry calculation of a structure of composition C6H14N2OS, from OMol25.

The geometry in XYZ format:
```
24
Properties=species:S:1:pos:R:3:nbo_charge:R:1
C 0.17709 1.23826 1.61529 -0.221
C -0.88464 1.72922 0.44571 -0.059
C -0.65015 3.13476 0.04558 -0.648
C 1.80132 -2.40636 0.05971 -0.633
C -0.03343 -1.89096 -1.59341 -0.641
C 0.50705 -1.60425 -0.20222 -0.373
N 1.40864 0.91779 0.87129 -0.921
N -0.63676 0.72780 -0.61805 -0.876
O 1.88790 0.43648 -1.58189 -0.901
S 0.95763 0.25262 -0.45846 2.081
H 0.13868 1.88283 2.45125 0.213
H -0.44978 0.31164 1.92872 0.151
H -1.85732 1.62579 0.82820 0.194
H 0.28504 3.28360 -0.42334 0.227
H -0.65350 3.87977 0.81189 0.226
H -1.52717 3.53678 -0.53889 0.207
H 2.23844 -2.59155 -0.88193 0.212
H 2.54161 -1.87913 0.60041 0.233
H 1.66808 -3.34267 0.53148 0.220
H 0.79807 -1.75048 -2.27864 0.227
H -0.86016 -1.25574 -1.79803 0.222
H -0.33178 -3.03427 -1.72907 0.213
H -0.31773 -1.67020 0.55100 0.235
H -0.78150 1.11942 -1.59378 0.410
```

Output
2S+1: 1
ΔE to the lowest compared entry with this formula, charge and spin in kJ/mol: 316.9
Energy in eV: -22309.038
Gap between HOMO and LUMO in eV: 9.54
Total charge: 0

---

[2]
The following is a quantum chemistry calculation of a cluster of 4 separate species, C28H31BrClF5N6O2P in total, from OMol25.

The geometry in XYZ format:
```
75
Properties=species:S:1:pos:R:3:lowdin_charge:R:1
C -1.85265 0.66951 3.17924 0.074
C -0.80484 0.48291 2.37901 -0.095
C -0.87040 0.68959 0.92477 -0.103
C -0.60300 -0.17446 -0.11129 -0.136
C -0.17281 -1.60112 -0.12642 -0.144
C 0.79363 -2.04308 0.97322 -0.174
C 0.76506 -3.55410 1.19747 -0.171
C -0.53438 -4.08241 1.81545 -0.173
N -1.57521 -4.40916 0.81395 0.040
C -2.01825 -5.74334 0.84800 -0.546
C -2.10100 -6.37607 -0.51288 0.005
O -2.30119 -6.29031 1.87218 0.101
N -0.88265 0.53724 -1.31450 -0.140
P -0.68427 -0.35016 -2.89988 0.623
O -2.20929 -0.52330 -3.34579 -0.299
Cl 0.04619 1.01633 -4.23341 0.278
C -1.29246 1.75914 -0.97973 -0.686
Br -1.83285 2.98940 -2.26751 0.959
N -1.28508 1.91612 0.35560 0.104
C -1.64790 3.15143 1.04811 -0.436
F -0.97585 3.25684 2.17936 0.185
F -1.29741 4.18054 0.28089 0.111
C -3.21012 3.22973 1.34144 -0.565
F -3.71065 4.31038 0.77366 0.190
F -3.82530 2.16979 0.83257 0.182
F -3.42372 3.29229 2.63583 0.208
H -2.85552 0.62703 2.77965 0.080
H -1.67941 0.83400 4.23072 0.088
H 0.13759 0.18322 2.81101 0.111
H 0.28461 -1.86102 -1.07550 0.072
H -1.08535 -2.19928 -0.07452 0.119
H 0.63813 -1.55393 1.92685 0.087
H 1.80504 -1.79655 0.64950 0.124
H 0.95944 -4.06136 0.24752 0.110
H 1.58053 -3.82457 1.86292 0.118
H -0.91057 -3.32881 2.50845 0.116
H -0.31894 -4.96822 2.40536 0.116
H -1.18275 -4.26860 -0.10907 0.080
H -1.08002 -6.54062 -0.85413 0.084
H -2.69174 -7.28075 -0.51023 0.088
H -2.54902 -5.63301 -1.17296 0.083
H -2.71569 0.30154 -3.42257 0.053
N 1.86928 -4.80947 -2.71101 0.043
C 0.68482 -4.90797 -3.31071 -0.182
C 0.29379 -5.99310 -4.07812 -0.075
C 1.18812 -7.03904 -4.23988 -0.069
C 2.42829 -6.95247 -3.62807 -0.061
C 2.71812 -5.82302 -2.87589 -0.149
H 0.01531 -4.06535 -3.15934 0.085
H -0.68618 -6.01690 -4.53488 0.104
H 0.92298 -7.90578 -4.83074 0.111
H 3.15755 -7.74395 -3.72793 0.107
H 3.67582 -5.72031 -2.37870 0.106
N 4.16672 1.62630 -1.24645 0.067
C 2.85804 1.79474 -1.09377 -0.166
C 2.28291 2.49488 -0.04849 -0.077
C 3.11304 3.04681 0.91599 -0.067
C 4.47949 2.87659 0.77856 -0.057
C 4.95355 2.16504 -0.31803 -0.135
H 2.22295 1.34550 -1.85209 0.076
H 1.20706 2.60210 -0.00619 0.073
H 2.70492 3.60094 1.75196 0.110
H 5.16883 3.28923 1.50144 0.108
H 6.01745 2.01695 -0.46180 0.110
N 0.42459 7.38343 2.92634 0.058
C -0.64532 6.68150 2.56353 -0.166
C -1.53748 7.08576 1.58225 -0.082
C -1.30830 8.29544 0.94522 -0.073
C -0.20090 9.04112 1.31256 -0.065
C 0.63220 8.54136 2.30350 -0.146
H -0.78986 5.74619 3.09400 0.092
H -2.39182 6.47584 1.32700 0.083
H -1.98189 8.65102 0.17612 0.108
H 0.01545 9.99053 0.84323 0.105
H 1.51052 9.09330 2.61806 0.107
```

Output
2S+1: 1
Energy in eV: -148009.643
Gap between HOMO and LUMO in eV: 8.00
Total charge: +1

---

[3]
The following is a quantum chemistry calculation of a structure of composition C45H45AsCsN2PS3Se, from OMol25.

The geometry in XYZ format:
```
99
Properties=species:S:1:pos:R:3:nbo_charge:R:1
Cs -0.46849 1.79583 -0.66204 0.930
S -3.84401 1.06574 -1.05952 -0.275
C -4.13106 2.53522 -0.32930 -0.057
N -4.04743 2.78456 0.97147 -0.567
C -4.45881 4.09334 1.46368 -0.232
C -4.41200 5.02987 0.25706 -0.551
S -4.60803 3.96399 -1.20173 0.321
H -3.78843 2.03428 1.59524 0.421
H -3.75454 4.43205 2.22316 0.250
H -5.46555 4.02387 1.88408 0.193
H -3.43351 5.50601 0.19154 0.265
H -5.20744 5.76924 0.28030 0.232
S 4.17581 0.15552 2.19726 0.378
C 2.58737 0.09249 1.50899 -0.108
N 2.06620 1.21287 1.14865 -0.479
C 2.94830 2.26090 1.42208 0.159
C 2.68972 3.61166 1.18252 -0.232
C 3.65245 4.53877 1.51964 -0.201
C 4.87027 4.14063 2.08861 -0.203
C 5.13985 2.80931 2.33553 -0.223
C 4.16294 1.87501 1.99765 -0.246
H 2.07384 -0.85043 1.40055 0.223
H 1.72942 3.91825 0.78252 0.249
H 3.45119 5.58980 1.35893 0.233
H 5.60801 4.88817 2.34674 0.216
H 6.07555 2.50371 2.78211 0.220
C 0.08981 -3.64767 0.74995 -0.719
C -0.60351 -4.79876 0.03559 -0.730
As 0.35415 -6.48430 0.38458 0.920
C -0.57821 -7.61902 -0.90145 -0.346
C -1.81028 -7.29071 -1.45772 -0.174
C -2.43685 -8.15790 -2.34729 -0.224
C -1.83584 -9.35897 -2.69021 -0.211
C -0.60699 -9.69707 -2.13556 -0.207
C 0.01175 -8.83590 -1.24242 -0.213
C 1.89507 -6.00909 -0.72839 -0.341
C 1.84944 -6.00033 -2.12068 -0.165
C 2.94519 -5.57177 -2.85732 -0.232
C 4.09475 -5.13334 -2.21103 -0.217
C 4.15021 -5.13811 -0.82418 -0.203
C 3.05762 -5.58425 -0.08900 -0.242
P -0.43771 -1.94887 0.27060 0.812
C -2.24837 -2.06902 0.44534 -0.368
C -2.78479 -1.53599 1.61564 -0.195
C -4.14787 -1.61092 1.87055 -0.213
C -4.99180 -2.20301 0.94234 -0.189
C -4.46712 -2.73305 -0.23035 -0.226
C -3.10335 -2.67425 -0.47356 -0.143
C -0.14832 -1.95876 -1.53685 -0.336
C 1.01956 -2.52159 -2.05620 -0.241
C 1.33388 -2.38819 -3.40221 -0.147
C 0.49374 -1.68370 -4.25340 -0.220
C -0.66880 -1.11769 -3.74925 -0.215
C -0.98485 -1.25394 -2.40353 -0.244
H 1.17291 -3.67557 0.59817 0.232
H -0.06315 -3.71259 1.83138 0.242
H -0.62304 -4.64376 -1.04678 0.223
H -1.63202 -4.89840 0.38789 0.232
H -2.29326 -6.35605 -1.20808 0.203
H -3.39465 -7.88956 -2.77348 0.214
H -2.32194 -10.03107 -3.38437 0.215
H -0.13283 -10.63422 -2.39644 0.215
H 0.96995 -9.10936 -0.81443 0.214
H 0.95410 -6.32893 -2.63540 0.215
H 2.89955 -5.57670 -3.93887 0.216
H 4.94684 -4.79699 -2.78656 0.217
H 5.04525 -4.80541 -0.31487 0.216
H 3.11197 -5.60178 0.99412 0.218
H -2.12678 -1.05324 2.33000 0.217
H -4.55060 -1.19697 2.78574 0.214
H -6.05656 -2.24737 1.12647 0.217
H -5.12319 -3.19207 -0.95783 0.216
H -2.70474 -3.09064 -1.39165 0.210
H 1.69749 -3.07744 -1.41907 0.219
H 2.24042 -2.84086 -3.78049 0.209
H 0.74066 -1.57998 -5.30128 0.215
H -1.33881 -0.57183 -4.40107 0.221
H -1.90317 -0.81055 -2.03418 0.229
C 2.35307 9.75382 1.95572 -0.622
C 1.56561 8.48692 1.73351 -0.053
C 0.89212 8.25014 0.54451 -0.224
C 0.15761 7.08658 0.32742 -0.076
C -0.52767 6.89933 -0.99733 -0.624
C 0.07770 6.11275 1.33706 -0.061
Se -0.91605 4.49676 1.04105 -0.661
C 0.76988 6.33106 2.54228 -0.087
C 0.76565 5.33827 3.67772 -0.647
C 1.49204 7.51015 2.71440 -0.184
H 2.31813 10.39715 1.07696 0.209
H 3.40109 9.53773 2.17113 0.210
H 1.95906 10.32060 2.80117 0.213
H 0.93945 8.99231 -0.24605 0.195
H -0.35155 7.75832 -1.64507 0.201
H -1.60428 6.76414 -0.87401 0.215
H -0.16591 5.99846 -1.49705 0.217
H 0.47779 4.34660 3.33664 0.241
H 0.05569 5.63981 4.45216 0.213
H 1.75396 5.28501 4.13725 0.207
H 2.02003 7.66094 3.65190 0.189
```

Output
2S+1: 1
Energy in eV: -218904.967
Gap between HOMO and LUMO in eV: 6.41
Total charge: 0

---

[4]
The following is a quantum chemistry calculation of a cluster of 2 separate species, C4H8NO in total, from OMol25.

The geometry in XYZ format:
```
14
Properties=species:S:1:pos:R:3:nbo_charge:R:1
C -1.72172 0.15490 -0.71424 -0.181
C -1.64696 -0.84947 0.08116 -0.148
C -0.93738 0.44421 0.47175 0.083
C 1.15402 -0.50479 -0.49196 0.106
N 0.52107 0.53463 0.53127 -0.569
O 2.46670 -0.59223 -0.18392 -0.658
H -2.25082 0.70160 -1.48127 0.269
H -1.79488 -1.88998 0.43250 0.282
H -1.93042 2.22792 1.92926 0.028
H 0.60154 -1.48337 -0.34309 0.210
H 0.80120 -0.14912 -1.45493 0.197
H 0.74575 -0.00949 1.40227 0.446
H 1.02687 1.34436 0.51883 0.433
H 2.96502 0.07082 -0.69765 0.502
```

Output
2S+1: 1
ΔE to the lowest compared entry with this formula, charge and spin in kJ/mol: 730.4
Energy in eV: -7800.533
Gap between HOMO and LUMO (alpha / beta) in eV: 9.57 / 9.40
Total charge: +1

---

[5]
The following is a quantum chemistry calculation of the molecule C4H8O3, from OMol25.

The geometry in XYZ format:
```
15
Properties=species:S:1:pos:R:3:nbo_charge:R:1
C 2.39056 0.15678 0.05589 -0.270
O 1.50156 -0.80541 0.54191 -0.533
C 0.28040 -1.02928 -0.10431 0.709
O 0.33008 -1.35873 -1.41237 -0.696
O -0.63506 -1.65451 0.80605 -0.483
C -0.78808 -0.29663 0.57529 0.021
C -2.18256 -0.01216 0.06738 -0.654
H 3.48668 -0.29300 0.14009 0.191
H 2.33458 1.20291 0.30445 0.183
H 2.35281 0.24045 -1.03105 0.175
H 0.91318 -2.03901 -1.68250 0.497
H -0.44527 0.32765 1.41705 0.182
H -2.07615 0.81371 -0.73237 0.212
H -2.88739 0.50526 0.80978 0.227
H -2.65519 -0.86190 -0.51394 0.238
```

Output
SMILES string: CO[C@@]1(O)O[C@@H]1C
2S+1: 1
ΔE to the lowest compared entry with this formula, charge and spin in kJ/mol: 330.1
Energy in eV: -10417.582
Gap between HOMO and LUMO in eV: 10.54
Total charge: 0

---

[6]
The following is a quantum chemistry calculation of the ion C2H7N2O with charge +1, from OMol25.

The geometry in XYZ format:
```
12
Properties=species:S:1:pos:R:3:nbo_charge:R:1
C -1.82969 0.46556 -0.64785 -0.407
N -0.28766 0.49791 -0.58913 -0.140
O 0.18901 1.46481 0.41953 -0.344
C 0.36166 0.11912 0.64199 0.299
N 1.85459 -0.18915 0.32581 -0.706
H -1.89098 -0.63613 -0.92677 0.230
H -2.10231 0.77730 0.27280 0.204
H -2.08373 1.17198 -1.42520 0.246
H -0.18082 -0.32897 1.41683 0.226
H 1.83868 -1.11222 0.73504 0.446
H 2.52656 0.46173 0.68236 0.467
H 1.76896 -0.19836 -0.71889 0.479
```

Output
SMILES string: CN1O[C@@H]1[NH3+]
2S+1: 1
ΔE to the lowest compared entry with this formula, charge and spin in kJ/mol: 440.3
Energy in eV: -7204.581
Gap between HOMO and LUMO in eV: 11.20
Total charge: +1